Molecular formula: C5H10O2
Method: DFT, wB97M-V/def2-TZVPD

Its HOMO-LUMO gap is 9.493 eV. Its lowest unoccupied orbital energy is 0.9 eV. As for the HOMO energy: -8.61 eV. For the relative energy (zero: lowest compared OMol25 entry of this formula, charge and spin), the calculation gives 180.2 kJ/mol. The calculation puts the total energy at -9441.175 eV.

Last columns: bonded neighbours and bond lengths (Å).
Element x y z (Å)
1 O -0.460 -0.494 1.475  C6 1.353, H11 0.973
2 O 1.021 -2.184 0.085  C3 1.213
3 C 1.486 -1.574 -0.855  O2 1.213, C4 1.511, H12 1.108
4 C 2.103 -0.195 -0.814  C3 1.511, H8 1.094, H14 1.094, H15 1.100
5 C -1.383 1.617 1.271  C6 1.495, H13 1.095, H16 1.096, H17 1.089
6 C -1.121 0.304 0.605  O1 1.353, C5 1.495, C7 1.342
7 C -1.584 -0.016 -0.613  C6 1.342, H9 1.087, H10 1.085
8 H 1.844 0.385 0.078  C4 1.094
9 H -2.115 0.722 -1.209  C7 1.087
10 H -1.578 -1.027 -1.007  C7 1.085
11 H -0.120 -1.303 1.054  O1 0.973
12 H 1.463 -2.084 -1.839  C3 1.108
13 H -2.006 1.398 2.144  C5 1.095
14 H 1.782 0.357 -1.702  C4 1.094
15 H 3.199 -0.282 -0.855  C4 1.100
16 H -0.467 2.092 1.640  C5 1.096
17 H -1.918 2.289 0.601  C5 1.089